[1]
Entry from the OMol25 dataset: a cluster of 2 separate species, CH3N2O2 in total at a distorted geometry (wB97M-V/def2-TZVPD).

The geometry in XYZ format:
```
8
Properties=species:S:1:pos:R:3
C -1.429 -0.039 0.252
N -0.872 0.615 1.218
N 1.955 -0.537 -1.052
O 3.036 -0.418 -0.474
O -2.139 -1.044 0.464
H -1.201 0.387 -0.881
H -0.442 1.434 0.799
H 1.092 -0.397 -0.325
```

Output
2S+1: 3
<S²>: 2.008
HOMO (spin up / spin down), eV: -3.65 / -3.61
Net charge: -1
M, g mol⁻¹: 75.047
ΔE to the lowest compared entry with this formula, charge and spin, kcal per mole: 21.2
Total energy, Eh: -299.79588
Orbital gap (spin up / spin down), hartree: 0.2998 / 0.2192

[2]
Entry from the OMol25 dataset: a cluster of 9 separate species, C24H67F2N7O14S2 in total at a distorted geometry (wB97M-V/def2-TZVPD).

The geometry in XYZ format:
```
116
Properties=species:S:1:pos:R:3
N 1.543 -2.275 -3.519
S 2.443 -2.913 -2.498
O 3.721 -2.261 -2.227
O 2.113 -4.267 -2.034
F 1.629 -2.219 -1.303
S 2.378 -3.197 -4.712
O 1.881 -4.548 -4.944
O 3.819 -2.921 -4.838
F 1.657 -2.434 -5.902
N -0.218 -0.457 0.487
O -0.350 -0.112 -0.694
O -0.788 -1.495 0.841
O 0.492 0.123 1.307
C -0.602 4.705 -2.123
C 0.251 3.881 -3.041
C 1.622 4.563 -3.325
O 2.450 3.802 -4.199
C 3.720 4.395 -4.441
N 0.465 2.577 -2.431
H -0.787 5.683 -2.567
H -0.152 4.796 -1.135
H -1.598 4.272 -2.023
H -0.214 3.805 -4.024
H 2.060 4.696 -2.336
H 1.480 5.555 -3.753
H 4.279 4.764 -3.581
H 3.503 5.208 -5.134
H 4.336 3.817 -5.130
H 0.565 2.626 -1.428
H 1.371 2.336 -2.808
C 3.561 0.859 -6.734
C 2.752 0.595 -5.408
C 3.490 0.790 -4.016
O 2.583 0.600 -2.950
C 3.175 0.620 -1.644
N 1.583 1.467 -5.531
H 4.305 0.073 -6.862
H 3.977 1.866 -6.701
H 2.932 0.883 -7.624
H 2.365 -0.423 -5.364
H 3.811 1.822 -3.874
H 4.243 0.002 -3.974
H 4.051 -0.009 -1.488
H 2.439 0.208 -0.954
H 3.330 1.651 -1.325
H 1.830 2.439 -5.414
H 1.315 1.487 -6.505
C -3.478 -3.677 -0.976
C -3.011 -2.877 -2.216
C -3.808 -1.604 -2.428
O -3.354 -0.969 -3.640
C -4.439 -0.446 -4.432
N -1.643 -2.587 -1.938
H -2.801 -4.521 -0.844
H -4.471 -4.094 -1.141
H -3.416 -3.169 -0.013
H -3.061 -3.504 -3.107
H -3.625 -0.972 -1.558
H -4.869 -1.851 -2.446
H -4.230 -0.150 -5.460
H -4.954 0.389 -3.956
H -5.202 -1.211 -4.577
H -1.444 -2.162 -1.043
H -1.192 -3.487 -1.853
C -4.485 -1.477 2.356
C -3.497 -1.197 3.477
C -4.041 -1.546 4.861
O -5.021 -0.588 5.308
C -5.304 -0.663 6.735
N -2.280 -1.936 3.259
H -4.673 -2.544 2.245
H -4.082 -1.303 1.359
H -5.409 -0.948 2.592
H -3.319 -0.122 3.513
H -3.249 -1.431 5.601
H -4.417 -2.568 4.894
H -6.101 0.026 7.016
H -4.391 -0.530 7.316
H -5.689 -1.664 6.929
H -1.521 -1.606 3.837
H -1.967 -1.743 2.318
C -0.718 1.412 4.952
C 0.530 0.564 5.053
C 0.979 0.231 6.508
O 2.300 -0.364 6.423
C 2.814 -0.700 7.678
N 0.255 -0.672 4.391
H -1.558 0.886 5.405
H -1.057 1.655 3.945
H -0.492 2.380 5.399
H 1.367 1.068 4.571
H 0.264 -0.354 7.087
H 1.065 1.160 7.071
H 2.856 0.049 8.469
H 3.850 -0.948 7.450
H 2.391 -1.639 8.034
H 0.019 -0.250 3.505
H 1.167 -1.085 4.254
C -0.510 3.640 1.699
C 0.907 3.813 1.307
O 1.133 2.759 0.324
H -0.691 4.263 2.575
H -0.754 2.614 1.978
H -1.196 3.908 0.895
H 1.554 3.562 2.147
H 1.084 4.801 0.880
H 0.949 1.928 0.768
C 2.566 -3.484 1.590
C 1.258 -4.083 2.030
O 0.376 -4.008 0.936
H 2.705 -3.601 0.515
H 3.446 -3.933 2.051
H 2.613 -2.419 1.818
H 0.789 -3.548 2.856
H 1.469 -5.123 2.277
H -0.096 -3.181 1.057
```

Output
HOMO, eV: -2.91
Net charge: -2
M, g mol⁻¹: 779.965
ΔE to the lowest compared entry with this formula, charge and spin, kcal per mole: 90.4
Total energy, Eh: -3387.06881
Orbital gap, hartree: 0.2448

[3]
Entry from the OMol25 dataset: a cluster of 12 separate species, BH26O11 in total at a distorted geometry (wB97M-V/def2-TZVPD).

The geometry in XYZ format:
```
38
Properties=species:S:1:pos:R:3
B -1.022 -0.714 0.398
H -1.044 -1.294 -0.701
H -1.933 0.171 0.432
H -1.201 -1.558 1.313
H 0.084 -0.167 0.729
O -3.133 3.481 0.031
H -2.331 3.873 -0.347
H -2.845 2.793 0.606
O 0.024 -2.591 -3.573
H -0.798 -2.273 -3.111
H 0.118 -1.763 -4.056
O 0.412 -1.176 3.565
H -0.163 -0.630 4.047
H -0.149 -1.569 2.948
O -1.964 0.342 -3.234
H -2.121 -0.162 -2.460
H -2.696 0.853 -3.505
O -0.468 2.227 -0.848
H -0.999 2.117 -1.586
H -0.583 1.488 -0.272
O 0.885 -0.018 -2.340
H 0.563 0.543 -3.056
H 0.124 -0.214 -1.843
O 2.956 -0.849 -0.273
H 2.218 -1.448 -0.404
H 2.948 -0.751 0.662
O 2.628 0.011 2.474
H 1.760 -0.429 2.635
H 3.100 0.159 3.251
O 1.304 -3.120 0.540
H 0.502 -2.629 0.581
H 1.842 -2.792 1.267
O 2.330 1.916 -0.878
H 2.773 1.139 -0.618
H 1.373 1.763 -0.947
O -1.578 0.969 3.256
H -1.529 1.848 2.838
H -1.381 0.471 2.487
```

Output
HOMO, eV: -6.51
Net charge: -1
M, g mol⁻¹: 213.009
ΔE to the lowest compared entry with this formula, charge and spin, kcal per mole: 21.3
Total energy, Eh: -868.09691
Orbital gap, hartree: 0.3333